# 1
Density functional theory data (the ωB97M-V functional and the def2-TZVPD basis) for 6 unconnected molecules or ions with the total composition H12O6 in a non-equilibrium geometry.

F_max (Eh/bohr): 0.0875
Calculated total energy (Ha): -458.56159
Relative energy (zero: lowest compared OMol25 entry of this formula, charge and spin) (kcal per mole): 69.6
SMILES: O.O.O.O.O.O
HOMO level (eV): -10.186

Each line ends with the natural charge from an NBO analysis.
Element x y z (Å)
O (-1.94, 0.01, -0.09)  -0.96
O (0.13, -0.24, 0.50)  -0.95
O (-0.40, 3.00, -0.28)  -0.93
O (4.55, -0.69, -1.05)  -0.94
O (2.81, -0.75, 0.52)  -0.96
O (-5.08, -1.11, -0.40)  -0.94
H (-4.47, -1.52, 0.16)  0.47
H (4.86, -1.48, -0.46)  0.46
H (-2.85, 0.12, -0.44)  0.48
H (4.36, -0.04, -0.36)  0.48
H (0.41, 2.53, 0.05)  0.47
H (0.73, 0.19, 1.19)  0.45
H (-0.57, -0.52, 1.10)  0.50
H (-1.47, -0.54, -0.73)  0.48
H (2.56, -0.68, 1.43)  0.46
H (-5.36, -1.77, -1.07)  0.48
H (-0.30, 3.93, -0.04)  0.47
H (2.04, -0.44, -0.04)  0.51

---

# 2
Density functional theory data (the ωB97M-V functional and the def2-TZVPD basis) for a molecular structure, C35H48As3Cl5CoN5O2.

F_max (Eh/bohr): 0.0094
Calculated total energy (Ha): -12177.54818
Charge: +1
Relative energy (zero: lowest compared OMol25 entry of this formula, charge and spin) (kcal per mole): 0.0
HOMO level (spin up / spin down) (eV): -10.561 / -10.568
Multiplicity: 2

Each line ends with the Löwdin spin population.
Element x y z (Å)
As (-1.93, -1.73, -0.04)  0.01
As (1.27, -3.31, -0.57)  0.00
As (-0.76, -2.53, -3.37)  0.00
Co (0.21, 0.86, 0.24)  1.00
Cl (1.53, 5.15, 3.15)  0.00
Cl (1.19, 3.42, 0.52)  0.03
Cl (0.70, 3.91, 5.90)  0.00
Cl (-0.45, 1.02, 6.00)  0.00
Cl (-0.76, -0.63, 3.37)  0.00
O (-4.67, 3.21, -4.91)  0.00
O (-5.31, 3.78, -2.93)  0.00
N (-1.60, 1.59, -0.02)  -0.01
N (2.04, 0.07, 0.33)  -0.01
N (4.32, -0.37, 0.40)  0.00
N (-4.54, 3.24, -3.70)  0.00
N (0.15, 0.76, -1.80)  0.00
C (-4.06, 2.73, -0.69)  0.00
C (-0.95, 1.39, -2.28)  0.00
C (0.52, 3.00, 4.46)  0.00
C (-3.17, -1.69, 1.48)  0.00
C (-2.40, 2.21, -4.05)  0.00
C (-2.49, 1.90, 0.92)  0.00
C (-2.11, -5.98, -1.11)  0.00
C (5.60, -0.37, 1.10)  0.00
C (3.17, 0.06, 0.98)  0.00
C (0.92, 0.54, -4.06)  0.00
C (0.06, -4.82, -0.97)  0.00
C (4.37, -0.67, -1.03)  0.00
C (-1.18, 1.59, -3.64)  0.00
C (0.89, 3.56, 3.23)  0.00
C (-0.19, 1.17, -4.55)  0.00
C (6.41, 0.90, 0.91)  0.00
C (4.31, 0.57, -1.91)  0.00
C (1.23, -3.45, 1.38)  0.00
C (-3.32, 2.60, -3.14)  0.00
C (-3.73, 2.46, 0.61)  0.00
C (0.73, -3.43, -4.28)  0.00
C (-1.90, -2.37, -4.96)  0.00
C (0.22, 1.50, 2.08)  -0.03
C (-2.11, -3.71, -0.18)  0.01
C (-3.31, -1.17, -1.33)  0.00
C (-1.70, -4.11, -2.66)  0.00
C (-0.14, 0.99, 3.31)  0.00
C (0.72, 2.80, 2.09)  0.00
C (3.25, 0.49, 2.41)  0.00
C (0.00, 1.71, 4.50)  0.00
C (-3.14, 2.41, -1.72)  0.00
C (-1.93, 1.82, -1.32)  0.00
C (1.03, 0.34, -2.68)  0.00
C (2.91, -4.37, -0.80)  0.00
C (-1.44, -4.59, -1.23)  0.00
H (0.49, -5.34, -1.83)  0.00
H (2.28, 0.79, 2.76)  0.00
H (3.60, -0.33, 3.03)  0.00
H (3.95, 1.32, 2.53)  0.00
H (-1.63, -6.70, -1.78)  0.00
H (-3.84, -0.31, -0.90)  0.00
H (1.46, -4.46, 1.69)  0.00
H (-1.83, -4.08, 0.81)  0.00
H (-2.89, -0.88, -2.29)  0.00
H (-5.00, 3.18, -0.93)  0.00
H (6.78, 1.00, -0.11)  0.00
H (-4.41, 2.69, 1.41)  0.00
H (-3.20, -3.85, -0.26)  0.00
H (-2.59, 2.38, -5.10)  0.00
H (5.29, -1.23, -1.21)  0.00
H (5.82, 1.79, 1.14)  0.00
H (-1.49, -4.93, -3.36)  0.00
H (-1.45, -1.68, -5.67)  0.00
H (-2.20, 1.69, 1.94)  0.00
H (-2.03, -3.34, -5.44)  0.00
H (5.43, -0.55, 2.16)  0.00
H (3.56, -1.37, -1.29)  0.00
H (3.19, -4.44, -1.85)  0.00
H (6.16, -1.23, 0.74)  0.00
H (1.54, -3.64, -3.59)  0.00
H (5.21, 1.17, -1.79)  0.00
H (7.28, 0.89, 1.57)  0.00
H (2.14, -0.40, -0.56)  0.00
H (-2.77, -3.89, -2.76)  0.00
H (-4.12, -2.14, 1.19)  0.00
H (-0.33, 1.34, -5.61)  0.00
H (-4.03, -1.97, -1.48)  0.00
H (1.95, -2.75, 1.82)  0.00
H (0.17, -5.50, -0.11)  0.00
H (-2.04, -6.36, -0.09)  0.00
H (2.77, -5.37, -0.39)  0.00
H (0.40, -4.37, -4.74)  0.00
H (1.89, -0.21, -2.31)  0.00
H (-3.34, -0.66, 1.80)  0.00
H (-2.88, -1.99, -4.67)  0.00
H (-2.76, -2.25, 2.33)  0.00
H (3.46, 1.20, -1.66)  0.00
H (1.10, -2.78, -5.07)  0.00
H (-3.16, -5.92, -1.38)  0.00
H (1.70, 0.18, -4.72)  0.00
H (3.72, -3.88, -0.25)  0.00
H (4.24, 0.29, -2.96)  0.00
H (0.24, -3.17, 1.76)  0.00

---

Question: Number 2 is which compound?
Answer: C35H48As3Cl5CoN5O2

---

Question: Among the records above, which one has the lowest calculated total energy?
Answer: C35H48As3Cl5CoN5O2

---

Question: The lowest F_max belongs to which entry?
Answer: C35H48As3Cl5CoN5O2